Here is C56H47As3N3OZr as an isolated structure at a distorted geometry from the Open Molecules 2025 dataset. Energies are from ωB97M-V/def2-TZVPD.

Results
E	-9155.23959	Eh
orbital gap	5.7	eV
molecular weight	1094.00	g/mol
HOMO	-15.056	eV
lowest unoccupied orbital energy	-9.35	eV
charge	+3
energy relative to the best compared isomer or geometry (same formula, charge and spin)	17.90	kJ/mol

Atoms and positions in Å:
C1 -4.221 0.861 4.704
C2 0.525 2.133 -3.607
H1 -0.075 6.448 1.874
C3 1.267 5.034 0.968
H2 -1.836 -3.485 6.059
C4 2.303 -3.225 -5.208
H3 3.102 -1.246 -5.423
H4 5.130 -3.338 4.471
C5 -2.400 -1.739 -4.356
C6 -1.663 1.549 -3.093
H5 -1.171 2.235 4.667
C7 2.806 0.628 -1.323
H6 3.188 -3.672 0.687
C8 -2.130 2.973 -0.427
H7 1.816 1.349 1.704
H8 1.530 2.308 -3.250
C9 3.362 -3.108 1.593
H9 5.575 0.768 -3.230
As1 -0.682 -1.411 -2.080
C10 1.523 -1.318 -3.971
C11 0.587 -2.123 -3.335
C12 -2.268 -0.699 4.188
C13 -4.691 -2.476 -4.261
H10 -3.030 0.262 -1.998
Zr1 -0.071 0.919 -0.532
C14 0.489 -3.477 -3.646
H11 -1.361 2.125 -6.397
C15 0.209 2.300 -4.935
C16 4.828 -0.983 -2.225
N1 0.266 3.112 -0.012
C17 -2.475 -1.636 5.191
C18 4.798 0.360 -2.596
As2 -1.130 0.616 2.099
C19 -3.435 -2.240 -2.224
H12 -5.471 -2.901 -2.305
C20 1.488 1.844 2.617
C21 -1.089 2.024 -5.353
N2 -0.385 1.742 -2.694
H13 1.282 -5.078 -4.822
C22 0.017 5.512 1.337
C23 -4.967 1.977 4.352
H14 -5.226 3.590 2.958
C24 3.859 -1.511 -1.386
C25 0.776 3.054 4.989
C26 2.721 -1.895 1.833
H15 -3.386 -2.316 -1.145
H16 2.313 3.411 0.042
H17 0.359 -2.212 2.634
C27 -3.114 0.495 3.948
C28 -2.765 1.284 2.853
C29 -1.665 -2.760 5.274
C30 -0.962 3.615 0.288
C31 2.914 -1.217 3.029
H18 0.492 3.523 5.923
H19 3.457 2.641 2.957
O1 -3.003 3.697 -0.826
C32 -3.587 -2.066 -4.999
H20 -5.613 -2.735 -4.768
H21 -0.272 -4.099 -3.191
H22 3.940 -1.212 4.909
C33 2.833 -0.702 -0.912
H23 -3.520 1.935 -2.132
C34 -1.220 -0.898 3.292
As3 1.543 -1.267 0.431
H24 3.756 2.227 -2.422
H25 -3.276 2.974 1.611
C35 -0.646 -2.758 -0.660
H26 -0.033 -3.854 4.404
C36 -1.116 4.801 0.967
H27 -5.831 2.249 4.943
H28 -1.090 -3.676 -1.038
C37 -2.035 1.644 -4.417
C38 -4.615 -2.567 -2.877
C39 2.379 -1.872 -4.915
C40 2.440 2.568 3.325
C41 1.352 3.831 0.307
H29 -1.533 -1.450 -4.935
H30 -3.064 1.454 -4.699
C42 -4.625 2.735 3.239
H31 -2.114 5.173 1.156
H32 -4.511 0.274 5.566
H33 2.813 3.740 5.082
H34 3.922 -2.548 -1.090
C43 -2.662 1.281 -1.990
H35 0.965 2.638 -5.630
C44 -3.516 2.388 2.481
H36 4.734 -4.561 2.358
H37 2.384 -0.306 3.250
C45 -0.166 2.324 4.278
C46 0.788 -2.955 -0.196
H38 1.581 -0.260 -3.757
H39 0.839 -3.651 0.637
C47 -2.333 -1.833 -2.971
C48 4.451 -2.932 3.731
H40 -3.279 -1.503 5.905
H41 1.415 -3.332 -1.001
C49 -0.652 -2.968 4.348
H42 -1.269 -2.408 0.163
H43 -3.645 -2.015 -6.080
C50 -0.433 -2.032 3.343
H44 2.171 5.582 1.198
C51 2.080 3.177 4.518
C52 3.777 1.180 -2.148
H45 2.026 1.311 -0.982
N3 -2.004 1.611 -0.714
C53 3.788 -1.739 3.975
H46 5.628 -1.619 -2.581
H47 2.971 -3.660 -5.941
C54 4.233 -3.619 2.544
C55 1.356 -4.027 -4.576
C56 0.187 1.702 3.082